Entry w
The ion C2H2ClN4O with charge -1. Source: the Open Molecules 2025 dataset; level of theory: wB97M-V/def2-TZVPD.

ORCA input file:
```
! RIJCOSX wB97M-V def2-TZVPD def2/J DEFGRID3
* xyz -1 1
C 4.63485 0.04654 0.10941
C -0.05039 0.50740 0.64968
N 3.56087 0.50231 -0.14395
N 2.86684 1.60566 -0.71061
N 1.66497 1.63247 -0.56896
N 0.95938 0.64439 -0.14334
O 5.53963 -0.50229 0.57257
Cl -1.81113 1.67926 0.14200
H 0.17392 0.93952 1.64110
H -0.77484 -0.33180 0.56457
*
```

The frontier orbital gap is 7.640 eV.

Löwdin atomic charge list, values in e, 2 entries: -0.39, -0.46


Entry x
The ion C2H2ClN4O with charge -1. Source: the Open Molecules 2025 dataset; level of theory: wB97M-V/def2-TZVPD.

ORCA input file:
```
! RIJCOSX wB97M-V def2-TZVPD def2/J DEFGRID3
* xyz -1 1
O 0.75104 -1.41135 1.56478
C 1.06540 -0.73114 0.59691
N 2.18657 -0.61110 -0.10524
N 1.97531 0.14585 -1.15362
N 0.73191 0.63391 -1.24140
N 0.07919 0.27076 -0.09527
C -1.19548 0.53208 0.21083
Cl -2.57280 -0.66731 -0.68120
H -1.61916 1.40168 -0.29821
H -1.40198 0.43662 1.20243
*
```

The frontier orbital gap is 8.007 eV. Its SMILES is [O-]c1nnnn1CCl.

Löwdin atomic charge list, values in e, 2 entries: -0.03, -0.53


The data favor entry x; the next most stable structure lies 200.5 kJ/mol above it.


Entry w
A cluster of 2 separate species, CH3FO2 in total. Source: the Open Molecules 2025 dataset; level of theory: wB97M-V/def2-TZVPD.

ORCA input file:
```
! RIJCOSX wB97M-V def2-TZVPD def2/J DEFGRID3
* xyz 0 1
C 0.14558 0.04706 -0.48748
O 0.57191 -1.07880 0.10174
O 0.30683 1.23234 0.07102
F -1.89814 -0.11100 -0.27066
H 0.25693 0.03838 -1.63022
H 0.42442 -1.29066 1.09585
H 0.19247 1.16267 1.11973
*
```

The frontier orbital gap is 10.510 eV.

Löwdin atomic charge list, values in e, 2 entries: -0.27, 0.06


Entry x
An isolated molecule of CH3FO2. Source: the Open Molecules 2025 dataset; level of theory: wB97M-V/def2-TZVPD.

ORCA input file:
```
! RIJCOSX wB97M-V def2-TZVPD def2/J DEFGRID3
* xyz 0 1
O 0.82880 0.04258 1.01892
C 0.28344 -0.38769 -0.07419
O -1.05469 0.72832 -0.38134
F -0.36889 -1.57104 -0.04346
H 0.00689 0.27441 1.52388
H 0.88348 -0.35497 -0.94210
H -0.57903 1.26838 -1.10171
*
```

The frontier orbital gap is 11.660 eV. Its SMILES is OC(O)F.

Löwdin atomic charge list, values in e, 2 entries: 0.11, -0.39


Entry y
A cluster of 2 separate species, CH3FO2 in total. Source: the Open Molecules 2025 dataset; level of theory: wB97M-V/def2-TZVPD.

ORCA input file:
```
! RIJCOSX wB97M-V def2-TZVPD def2/J DEFGRID3
* xyz 0 1
O -0.09685 0.41785 -0.09264
C 0.38666 -0.38097 0.67686
O -0.30181 -0.96101 1.59357
H 1.34340 -0.82253 0.45547
H -1.07484 -0.39537 1.57517
F 0.21315 1.22696 -2.82425
H 0.02667 1.36238 -1.82931
*
```

The frontier orbital gap is 12.283 eV. Its SMILES is O=CO.F.

Löwdin atomic charge list, values in e, 2 entries: 0.04, -0.40


The data favor entry y; the next most stable structure lies 117.4 kJ/mol above it.


Entry w
An isolated molecule of C9H7NO2. Source: the Open Molecules 2025 dataset; level of theory: wB97M-V/def2-TZVPD.

ORCA input file:
```
! RIJCOSX wB97M-V def2-TZVPD def2/J DEFGRID3
* xyz 0 1
C 3.03471 1.30816 0.00752
C 1.68658 0.66760 -0.00899
N 0.62428 1.37806 -0.00291
C -0.60162 0.71403 0.01439
C -1.79907 1.45585 -0.00094
C -3.02436 0.81035 -0.00546
C -3.06132 -0.59090 0.02416
C -1.90352 -1.34187 0.00371
C -0.67895 -0.67631 -0.02192
O 0.46184 -1.42809 -0.02965
C 1.68078 -0.83299 0.00191
O 2.67510 -1.50975 0.01967
H 3.61770 1.00011 -0.85912
H 2.93890 2.39600 -0.01568
H 3.59732 0.99101 0.88899
H -1.73200 2.53852 -0.02153
H -3.95162 1.35682 -0.00238
H -4.02774 -1.08067 0.03288
H -1.90751 -2.42909 -0.00922
*
```

The frontier orbital gap is 8.941 eV. Its SMILES is Cc1nc2ccccc2oc1=O.

Löwdin atomic charge list, values in e, 2 entries: -0.02, -0.23


Entry x
An isolated molecule of C9H7NO2. Source: the Open Molecules 2025 dataset; level of theory: wB97M-V/def2-TZVPD.

ORCA input file:
```
! RIJCOSX wB97M-V def2-TZVPD def2/J DEFGRID3
* xyz 0 1
C 1.34380 2.35896 0.26306
C 1.29323 0.86640 0.15265
C 2.41167 0.05481 -0.02910
C 2.35570 -1.33844 -0.07091
C 1.12842 -2.03408 -0.13166
C -0.02255 -1.25483 0.03520
N -1.26493 -1.87153 0.08599
C -2.28267 -1.13664 0.12178
O -2.38349 0.21366 0.13596
C -1.21667 1.00069 -0.12273
O -1.37120 2.12766 -0.42491
C 0.04441 0.18634 0.01895
H 0.65584 2.72596 1.05235
H 2.35944 2.73376 0.44870
H 1.08474 2.83697 -0.68896
H 3.39451 0.49749 -0.17658
H 3.21859 -1.99336 -0.21791
H 1.06018 -3.04574 -0.38587
H -3.21330 -1.60422 0.25458
*
```

The frontier orbital gap is 9.194 eV. Its SMILES is Cc1cccc2ncoc(=O)c12.

Löwdin atomic charge list, values in e, 2 entries: -0.04, -0.20


The data favor entry w; the next most stable structure lies 35.1 kJ/mol above it.


Entry w
An isolated molecule of H2I2P2. Source: the Open Molecules 2025 dataset; level of theory: wB97M-V/def2-TZVPD.

ORCA input file:
```
! RIJCOSX wB97M-V def2-TZVPD def2/J DEFGRID3
* xyz 0 1
P -1.01450 -0.80749 0.19491
P 0.65663 0.34604 1.11153
I 0.72091 2.45980 -0.11200
I 2.55685 -1.33653 -0.23915
H -2.07590 0.08225 0.39412
H -0.84400 -0.74407 -1.34941
*
```

The frontier orbital gap is 7.324 eV. Its SMILES is [PH2]#P(I)I.

Löwdin atomic charge list, values in e, 2 entries: 0.28, -0.21


Entry x
A structure of composition H2I2P2. Source: the Open Molecules 2025 dataset; level of theory: wB97M-V/def2-TZVPD.

ORCA input file:
```
! RIJCOSX wB97M-V def2-TZVPD def2/J DEFGRID3
* xyz 0 1
P 0.07998 -0.26249 -0.08772
P -1.78977 -0.98512 0.51113
I -2.60993 1.37591 0.89411
I 4.22797 0.64463 0.90654
H 0.17792 -1.33843 -0.97303
H -0.08617 0.56550 -1.25104
*
```

The frontier orbital gap (alpha / beta) is 7.660 / 5.180 eV.

Löwdin atomic charge list, values in e, 2 entries: 0.21, 0.00


The data favor entry w; the next most stable structure lies 150.3 kJ/mol above it.